[1]
Density functional theory data (the ωB97M-V functional and the def2-TZVPD basis) for a molecular structure, C30H36AsI2N3O4PdS2.

ΔE to the lowest compared entry with this formula, charge and spin (kcal per mole): 35.6
Gap between HOMO and LUMO (eV): 5.20
Total charge: -2
LUMO (eV): 3.731

Cartesian coordinates (Å):
Pd  -1.45339  -0.25733  -0.27817
I  3.91810  1.26060  -2.04644
C  2.99626  1.65141  -0.21935
C  3.77049  2.14764  0.82542
C  3.21912  2.47612  2.03886
I  4.47055  3.22990  3.52527
C  1.81397  2.34253  2.23115
C  1.13770  2.69115  3.42047
C  -0.22322  2.57869  3.49636
C  -0.92110  2.10891  2.37327
N  -0.32037  1.75773  1.26726
C  1.01771  1.84438  1.16970
C  1.59403  1.42423  -0.13349
O  0.89398  0.95163  -1.04503
H  4.83332  2.28013  0.66459
H  1.71132  3.05054  4.26581
H  -0.75673  2.83376  4.40374
H  -2.00174  2.00110  2.38674
C  -3.85501  -3.08720  -1.37175
C  -3.62752  -2.10027  -2.51306
N  -3.76923  -0.70826  -2.11674
C  -2.63084  0.10891  -1.91947
S  -2.84724  1.60980  -1.08094
N  -1.69544  -0.02209  -2.99323
C  -2.13694  0.51695  -4.27363
C  -1.06961  0.27520  -5.32630
H  -3.58096  -4.10099  -1.67876
H  -4.90944  -3.10703  -1.07682
H  -3.26172  -2.82058  -0.49696
H  -4.33389  -2.31886  -3.32578
H  -2.62743  -2.22374  -2.92851
H  -4.44292  -0.54311  -1.38290
H  -0.83356  0.43352  -2.69907
H  -2.36144  1.59114  -4.18780
H  -3.06915  0.01780  -4.54951
H  -0.12317  0.73198  -5.02862
H  -1.35983  0.69677  -6.29262
H  -0.88884  -0.79488  -5.44984
C  1.57785  -3.55467  -3.92437
As  1.11269  -2.12429  -2.64024
C  -0.25446  -3.20265  -1.71451
C  2.58551  -2.32714  -1.32394
C  2.95243  -3.70091  -0.89329
C  2.41573  -4.23405  0.28055
C  2.71994  -5.52549  0.68528
C  3.57672  -6.31619  -0.06986
C  4.13366  -5.79258  -1.23025
C  3.82492  -4.50151  -1.63378
H  1.77072  -4.51647  -3.44626
H  2.44788  -3.26295  -4.51625
H  0.72540  -3.65601  -4.59911
H  -0.69895  -3.90072  -2.42595
H  -1.01145  -2.57375  -1.25108
H  0.20532  -3.76239  -0.90097
H  2.22802  -1.74201  -0.47366
H  3.42907  -1.78901  -1.75655
H  1.77259  -3.60658  0.88848
H  2.28935  -5.90782  1.60396
H  3.81609  -7.32435  0.24711
H  4.81388  -6.39157  -1.82526
H  4.26331  -4.10140  -2.54138
C  -0.09895  -7.45910  4.91663
C  -0.22644  -6.13464  4.21278
C  -0.33093  -4.94962  4.92789
C  -0.46368  -3.72423  4.28138
C  -0.48650  -3.67668  2.89999
C  -0.39275  -4.85660  2.16710
C  -0.26017  -6.06917  2.81913
S  -0.68364  -2.13314  2.03414
O  0.43519  -2.04808  1.11825
O  -0.71650  -1.11019  3.06007
O  -1.94164  -2.28209  1.30378
H  0.10024  -7.31997  5.98003
H  0.71536  -8.05580  4.49993
H  -1.01299  -8.05161  4.82579
H  -0.30362  -4.97958  6.01257
H  -0.53717  -2.79681  4.83361
H  -0.43539  -4.81185  1.08613
H  -0.18332  -6.98257  2.23726

---

[2]
Density functional theory data (the ωB97M-V functional and the def2-TZVPD basis) for C5H8O in the gas phase.

SMILES string: C=C=CCOC
ΔE to the lowest compared entry with this formula, charge and spin (kcal per mole): 84.8
Gap between HOMO and LUMO (eV): 9.57
LUMO (eV): 0.801

Cartesian coordinates (Å):
C  -0.48920  0.42373  3.02129
C  -0.40211  0.45259  1.71947
C  -0.35215  0.11875  0.45608
C  -0.58864  0.92421  -0.79884
O  0.25445  0.68237  -1.90599
C  0.24666  -0.64123  -2.37874
H  -1.38046  0.07699  3.53672
H  0.36331  0.74248  3.59984
H  -0.88109  -0.82178  0.65321
H  -0.47824  1.99452  -0.60479
H  -1.63571  0.71518  -1.06818
H  -0.76647  -0.98069  -2.64825
H  0.86614  -0.66938  -3.28064
H  0.66338  -1.32879  -1.63113